1.
{
  "formula": "C6H12O",
  "method": "wB97M-V/def2-TZVPD",
  "species": ["C", "C", "C", "C", "C", "C", "O", "H", "H", "H", "H", "H", "H", "H", "H", "H", "H", "H", "H"],
  "positions_angstrom": [[-0.9399, -1.0848, 1.0280], [-0.6983, 0.1467, 0.1580], [-1.7076, 0.2137, -0.9882], [0.8406, 0.5909, -0.3712], [1.7778, 1.0970, 0.6976], [1.0940, -0.8177, -0.7799], [2.0668, -1.4409, -0.3734], [-0.2124, -1.1328, 1.8350], [-0.8707, -1.9958, 0.4345], [-1.9425, -1.0576, 1.4522], [-0.9272, 0.9988, 0.8120], [-1.6086, -0.6431, -1.6521], [-2.7232, 0.2169, -0.5956], [-1.5828, 1.1275, -1.5677], [0.7829, 1.2419, -1.2493], [2.7963, 1.1283, 0.3109], [1.7927, 0.4294, 1.5563], [1.4852, 2.0986, 1.0097], [0.5770, -1.1169, -1.7165]],
  "forces_ev_per_a": [[0.82, -0.11, -0.45], [-0.18, 2.83, 0.18], [0.24, 0.03, 0.08], [-2.20, -2.51, 1.00], [-0.19, 0.00, -0.13], [4.12, 0.91, -1.65], [-1.60, -0.27, 0.02], [0.01, -0.16, 0.12], [0.08, -0.20, 0.08], [0.00, 0.20, -0.01], [-0.10, -0.01, -0.03], [-0.06, -0.04, -0.14], [-0.08, -0.09, 0.04], [0.02, -0.01, -0.09], [-0.42, -0.14, 0.19], [0.02, 0.04, -0.02], [-0.06, 0.02, 0.07], [0.02, 0.03, 0.11], [-0.43, -0.52, 0.62]],
  "mulliken_charge": [-1.51, 0.46, -1.47, 0.40, -1.42, -0.19, -0.53, 0.34, 0.37, 0.43, 0.21, 0.31, 0.41, 0.39, 0.42, 0.38, 0.28, 0.39, 0.33],
  "smiles": "CC(C)[C@@H](C)C=O",
  "lumo_ev": 1.0,
  "charge": 0,
  "homo_energy_ev": -9.274
}

***

2.
{
  "formula": "C17H20N2O4S",
  "method": "wB97M-V/def2-TZVPD",
  "species": ["C", "C", "C", "O", "C", "C", "C", "N", "C", "C", "C", "C", "S", "N", "O", "O", "C", "C", "C", "C", "C", "C", "O", "C", "H", "H", "H", "H", "H", "H", "H", "H", "H", "H", "H", "H", "H", "H", "H", "H", "H", "H", "H", "H"],
  "positions_angstrom": [[-0.9476, 2.5162, -1.8167], [-0.8313, 1.2133, -1.6490], [-1.7880, 0.3680, -0.8671], [-1.0179, -0.4571, 0.0080], [-1.6711, -1.4594, 0.6782], [-1.5033, -1.5175, 2.0677], [-0.6135, -0.5010, 2.7440], [0.7617, -0.6076, 2.2924], [1.3048, 0.2149, 1.3377], [0.9958, 1.5804, 1.2692], [1.5658, 2.3781, 0.3014], [2.4642, 1.8345, -0.5962], [3.1337, 2.8546, -1.8748], [4.3306, 3.7143, -1.0439], [2.1526, 3.8127, -2.3038], [3.7783, 2.0359, -2.8643], [2.8265, 0.5035, -0.5184], [2.2557, -0.2996, 0.4448], [-2.1301, -2.5167, 2.7956], [-2.9379, -3.4476, 2.1677], [-3.0746, -3.4195, 0.7935], [-2.4284, -2.4503, 0.0373], [-2.5817, -2.4901, -1.3349], [-1.3855, -2.7340, -2.0550], [-0.2221, 3.0786, -2.3782], [-1.7708, 3.0688, -1.3924], [0.0050, 0.6740, -2.0713], [-2.4663, 0.9938, -0.2707], [-2.3958, -0.2437, -1.5454], [-0.6412, -0.6569, 3.8279], [-0.9776, 0.5030, 2.5251], [1.0607, -1.5710, 2.2092], [0.3014, 2.0152, 1.9703], [1.3134, 3.4224, 0.2162], [4.2056, 4.7081, -1.1494], [5.2518, 3.4318, -1.3372], [3.5308, 0.1142, -1.2364], [2.5195, -1.3464, 0.5028], [-1.9966, -2.5511, 3.8668], [-3.4411, -4.2078, 2.7447], [-3.6722, -4.1533, 0.2753], [-1.0203, -3.7477, -1.8570], [-0.5988, -2.0176, -1.8054], [-1.6444, -2.6404, -3.1081]],
  "forces_ev_per_a": [[-0.07, 0.03, -0.11], [-0.16, -0.21, 0.24], [-0.38, 0.31, -0.30], [-0.02, -0.42, 0.11], [-0.15, -0.09, -0.02], [0.00, 0.10, -0.12], [-0.12, -0.02, 0.01], [0.15, -0.38, 0.16], [0.40, 0.30, -0.14], [0.05, -0.01, 0.01], [-0.04, -0.05, 0.11], [0.19, 0.31, -0.60], [0.67, 0.34, 0.24], [-0.63, -0.38, -0.31], [-0.04, 0.06, 0.37], [0.03, -0.18, 0.36], [0.01, -0.08, -0.06], [-0.07, 0.04, 0.08], [0.01, 0.11, -0.01], [-0.02, -0.08, -0.03], [0.03, 0.08, -0.08], [0.10, 0.05, -0.18], [-0.21, 0.16, 0.50], [0.24, -0.12, -0.16], [0.13, 0.08, -0.15], [-0.18, 0.08, 0.16], [0.18, -0.05, -0.11], [0.06, -0.07, -0.08], [0.11, 0.02, 0.18], [-0.14, 0.10, -0.13], [0.04, -0.04, 0.11], [-0.02, 0.15, -0.02], [-0.06, 0.05, 0.06], [-0.13, 0.14, 0.08], [-0.14, 0.20, -0.09], [0.16, -0.16, -0.10], [0.08, -0.14, -0.05], [0.02, -0.10, -0.02], [0.03, 0.02, 0.12], [-0.04, -0.08, 0.05], [-0.05, -0.07, -0.08], [-0.02, 0.06, -0.02], [-0.05, 0.00, 0.00], [0.06, -0.03, 0.02]],
  "mulliken_charge": [-0.95, 0.01, -0.63, 0.24, 0.12, 0.69, -0.84, -0.26, 0.68, -0.61, -0.57, 0.38, 1.32, -0.56, -0.66, -0.71, -0.84, -0.55, -0.99, -0.73, -0.43, 0.30, -0.52, -0.60, 0.29, 0.30, 0.28, 0.37, 0.39, 0.46, 0.23, 0.29, 0.36, 0.40, 0.27, 0.26, 0.48, 0.32, 0.40, 0.38, 0.49, 0.34, 0.15, 0.25],
  "smiles": "C=CCOc1c(CNc2ccc(S(N)(=O)=O)cc2)cccc1OC",
  "lumo_ev": 0.7,
  "charge": 0,
  "homo_energy_ev": -8.109
}

***

3.
{
  "formula": "C4H11NO2",
  "method": "wB97M-V/def2-TZVPD",
  "species": ["C", "C", "N", "C", "C", "O", "H", "H", "H", "H", "H", "H", "H", "H", "H", "O", "H", "H"],
  "positions_angstrom": [[0.9340, 0.0567, -1.3216], [-0.3717, -0.2338, -0.5628], [-0.3311, 0.2021, 0.8178], [-0.7364, -1.7433, -0.6947], [-1.8917, -2.0932, 0.2194], [-2.3744, -3.1845, 0.3607], [1.6926, -0.1807, -0.5710], [1.1337, -0.4991, -2.2342], [1.0838, 1.1263, -1.4853], [-1.2000, 0.1894, -1.1385], [-0.0222, 1.1679, 0.8881], [0.4122, -0.3253, 1.2715], [-0.9864, -1.8876, -1.7131], [0.1320, -2.3840, -0.5168], [-2.2585, -1.2460, 0.8116], [1.4456, 3.3477, 1.8721], [2.1067, 3.5033, 2.5522], [1.2318, 4.1841, 1.4446]],
  "forces_ev_per_a": [[0.32, 0.32, 1.17], [-0.21, -0.98, -1.61], [0.16, 0.03, 0.08], [0.76, 0.85, 1.34], [0.15, -0.01, 0.03], [0.08, -0.29, -0.21], [0.42, -0.29, -0.35], [-0.27, -0.06, -0.06], [-0.25, 0.00, -0.24], [-0.09, 0.81, 0.56], [-0.15, 0.05, -0.06], [-0.12, -0.02, 0.13], [-0.50, -0.43, -1.08], [-0.07, -0.12, 0.30], [-0.20, 0.19, 0.03], [-0.22, -0.31, -0.20], [-0.05, 0.27, -0.11], [0.24, -0.01, 0.27]],
  "mulliken_charge": [-1.39, 0.33, -0.64, -0.73, -0.02, -0.48, 0.34, 0.37, 0.35, 0.29, 0.21, 0.27, 0.38, 0.32, 0.38, -0.62, 0.31, 0.32],
  "smiles": "C[C@H](N)CC=O.O",
  "lumo_ev": 0.6,
  "charge": 0,
  "homo_energy_ev": -9.110
}

***

4.
{
  "formula": "HI3OP",
  "method": "wB97M-V/def2-TZVPD",
  "species": ["O", "P", "I", "I", "I", "H"],
  "positions_angstrom": [[-1.9841, -0.2356, 0.3349], [-1.1792, -0.8856, -0.8250], [-0.8814, -3.0705, 0.0702], [1.8707, 1.3245, -0.3034], [4.2929, 2.0443, 0.3754], [-2.1189, 0.8229, 0.3479]],
  "forces_ev_per_a": [[-0.47, 3.39, 0.42], [0.45, -1.07, 0.38], [-0.13, 0.92, -0.52], [-0.54, -0.09, -0.21], [0.36, 0.02, 0.15], [0.33, -3.17, -0.21]],
  "mulliken_charge": [-0.34, 0.48, 0.32, 0.07, 0.01, 0.45],
  "lumo_ev": -7.3,
  "charge": 1,
  "homo_energy_ev": -12.381
}

***

5.
{
  "formula": "CH2O3S",
  "method": "wB97M-V/def2-TZVPD",
  "species": ["C", "O", "O", "O", "S", "H", "H"],
  "positions_angstrom": [[-0.4113, 0.6848, 0.3511], [-0.6324, 1.5900, -0.5826], [1.6221, -2.3177, -0.1546], [0.1763, -0.3741, 0.0034], [0.5163, -1.7986, 0.6505], [-1.0116, 0.7971, 1.1909], [-0.2594, 1.4185, -1.4586]],
  "forces_ev_per_a": [[0.00, 0.71, -1.04], [-0.48, 1.31, -0.59], [0.38, -0.30, -0.28], [0.58, 0.54, -1.37], [0.10, -1.87, 1.32], [-0.78, 0.01, 1.62], [0.20, -0.40, 0.34]],
  "mulliken_charge": [0.20, -0.45, -0.48, -0.25, 0.30, 0.34, 0.34],
  "lumo_ev": [-0.6, 0.4],
  "charge": 0,
  "homo_energy_ev": [-6.862, -7.789]
}

***

6.
{
  "formula": "C4H8O3S",
  "method": "wB97M-V/def2-TZVPD",
  "species": ["C", "C", "C", "C", "O", "O", "O", "S", "H", "H", "H", "H", "H", "H", "H", "H"],
  "positions_angstrom": [[-0.7885, -3.4370, -1.5235], [-0.3298, -2.3246, -2.0527], [-1.0142, 1.5868, 2.7651], [0.4326, 1.5356, 2.4958], [0.5288, -0.3610, -0.9853], [2.1468, -1.3531, -2.7039], [0.9026, 2.0883, 1.4957], [1.3506, -1.7267, -1.5000], [-1.8232, -3.6114, -1.5564], [-0.1326, -4.0251, -0.8859], [-0.7496, -1.6157, -2.5772], [-1.6818, 1.4703, 1.8807], [-1.4779, 2.4451, 3.2421], [-1.3767, 0.7468, 3.3885], [1.0839, 0.9920, 3.2643], [1.0650, 0.3017, -1.3404]],
  "forces_ev_per_a": [[0.91, 0.76, 0.48], [4.14, -3.25, 3.09], [-2.89, -1.55, 0.09], [1.36, 1.37, -1.59], [-0.46, -2.01, 0.74], [-0.85, -0.18, 1.34], [-0.44, -1.37, 2.13], [-1.13, -0.18, -1.69], [-1.15, -0.84, -0.27], [-0.29, -0.13, -0.11], [-2.55, 3.38, -2.80], [1.06, 0.19, -0.04], [0.82, 0.59, 0.25], [0.61, 0.20, 0.04], [-0.51, 0.56, -0.93], [1.36, 2.46, -0.73]],
  "mulliken_charge": [-0.51, -0.27, -0.88, 0.23, -0.39, -0.58, -0.48, 0.51, 0.26, 0.24, 0.43, 0.26, 0.30, 0.29, 0.29, 0.30],
  "lumo_ev": 0.8,
  "charge": 0,
  "homo_energy_ev": -9.599
}

***

For the records above, the corresponding DFT total energy values read -8463.0791 -39957.3510 -9910.8164 -35646.8691 -18043.5966 -21252.3011 eV.
For the records above, the corresponding energy above the lowest of the compared OMol25 structures with the same formula, charge and spin values read 1.275 3.920 1.425 1.833 2.257 3.417 eV.